Formula: C2H4O2
Source: the Open Molecules 2025 dataset
Level of theory: ωB97M-V/def2-TZVPD

```
8
Properties=species:S:1:pos:R:3:forces:R:3:nbo_charge:R:1
C 2.109 2.628 -2.639 -0.3 1.1 -3.2 0.25
O 1.493 2.313 -3.666 0.5 -0.3 3.1 -0.50
H 1.934 2.419 -1.557 -0.4 -0.5 -0.7 0.15
H 2.924 3.348 -2.887 0.1 -0.3 0.9 0.11
C 3.967 2.077 1.164 -2.1 1.8 0.7 0.26
O 3.075 2.920 0.981 2.4 -2.3 -0.3 -0.51
H 4.507 1.493 0.381 -0.5 0.5 0.1 0.13
H 4.239 1.867 2.226 0.2 -0.1 -0.5 0.12
```
Positions in Å, forces in eV/Å.

SMILES: C=O.C=O
max |F|: 3.40 eV/Å
ΔE to the lowest compared entry with this formula, charge and spin: 264.4 kJ/mol
highest occupied orbital energy: -10.01 eV
E: -6231.56733 eV
net charge: 0

***

Formula: C18H16Cl3N10O3SeTi
Source: the Open Molecules 2025 dataset
Level of theory: ωB97M-V/def2-TZVPD

```
52
Properties=species:S:1:pos:R:3:forces:R:3:nbo_charge:R:1
Ti 0.012 0.843 0.675 0.0 -0.7 0.9 1.36
N 2.699 0.313 -1.352 -0.1 0.5 -0.1 -0.65
N 3.274 1.342 -0.608 -0.3 0.0 -0.1 -0.39
C 2.507 2.236 0.013 -0.4 0.3 -0.3 0.66
N 3.075 3.056 0.887 0.0 0.2 0.1 -0.76
N 1.185 2.295 -0.315 0.7 -0.5 0.2 -0.49
N 0.349 2.994 0.563 0.5 1.6 0.3 0.45
O 0.314 2.516 1.806 0.1 0.8 -0.6 -0.52
O -0.294 3.977 0.202 0.5 -0.7 0.2 -0.33
H 2.656 -0.542 -0.807 -0.3 -0.4 0.2 0.42
H 3.206 0.195 -2.213 0.1 0.0 -0.2 0.37
H 4.221 1.248 -0.286 0.3 0.0 0.1 0.38
H 4.055 2.991 1.106 0.0 0.0 0.0 0.42
H 2.556 3.821 1.279 0.0 0.0 0.1 0.43
O -0.097 -0.594 -0.296 -0.6 -2.0 -1.0 -0.68
C -0.806 -1.784 -0.247 0.3 0.7 -0.1 0.39
C -2.172 -1.731 -0.474 -0.2 0.2 -0.1 -0.25
C -2.969 -2.846 -0.306 -0.1 0.1 0.0 -0.17
C -2.393 -4.038 0.101 0.0 -0.1 0.0 -0.22
C -1.026 -4.091 0.282 0.1 -0.1 0.0 -0.16
C -0.196 -2.983 0.082 0.7 -0.4 0.1 -0.16
C 1.277 -3.138 0.194 0.0 0.0 -0.1 0.36
N 2.212 -2.215 0.073 0.3 -0.2 0.1 -0.51
C 3.423 -2.868 0.218 -0.1 0.3 0.0 -0.10
C 3.225 -4.195 0.418 -0.2 -0.1 0.0 -0.08
N 1.861 -4.355 0.394 0.0 0.0 0.1 -0.51
H -2.604 -0.786 -0.763 -0.1 0.1 0.0 0.22
H -4.037 -2.777 -0.471 0.1 0.0 0.0 0.23
H -3.002 -4.918 0.268 0.1 0.1 0.0 0.23
H -0.593 -5.031 0.598 0.0 0.0 0.0 0.20
H 4.365 -2.339 0.165 -0.1 -0.1 0.0 0.21
H 3.907 -5.019 0.555 -0.1 0.1 0.0 0.23
H 1.384 -5.229 0.499 -0.1 -0.1 0.0 0.42
Se -2.687 2.383 1.427 -0.5 -0.2 0.1 1.17
N -1.757 1.584 0.106 -1.4 1.0 -0.5 -0.80
C -2.261 2.021 -1.063 0.2 -0.2 0.2 0.24
C -1.767 1.673 -2.348 -0.1 0.1 0.0 -0.27
C -2.413 2.179 -3.431 0.0 0.0 -0.1 -0.13
C -3.558 3.032 -3.311 0.0 0.0 -0.2 -0.21
C -4.047 3.389 -2.101 0.0 0.0 0.1 -0.17
C -3.391 2.898 -0.931 -0.1 0.0 0.0 0.06
N -3.750 3.194 0.314 0.1 0.0 -0.3 -0.57
H -0.900 1.039 -2.441 0.1 -0.1 0.0 0.24
H -2.052 1.933 -4.423 0.0 0.0 0.0 0.23
H -4.038 3.397 -4.213 0.1 0.0 0.1 0.23
H -4.906 4.039 -1.997 0.1 0.0 0.0 0.24
Cl 1.255 -1.255 5.244 0.0 -0.3 0.1 0.20
C 1.372 0.182 4.408 0.1 0.1 -0.6 -0.19
Cl -1.230 -0.114 2.417 0.1 -0.1 0.4 -0.44
Cl 1.155 1.645 5.197 0.0 0.2 0.0 0.19
C 1.595 0.188 3.019 0.2 -0.1 1.6 0.39
N 1.808 0.245 1.891 0.3 0.0 -0.8 -0.39
```
Positions in Å, forces in eV/Å.

max |F|: 2.34 eV/Å
ΔE to the lowest compared entry with this formula, charge and spin: 178.7 kJ/mol
2S+1: 3
highest occupied orbital energy (alpha / beta): -10.51 / -10.73 eV
E: -165989.47832 eV
net charge: +1

***

Formula: C5H6O4
Source: the Open Molecules 2025 dataset
Level of theory: ωB97M-V/def2-TZVPD

```
15
Properties=species:S:1:pos:R:3:forces:R:3:nbo_charge:R:1
C 1.776 1.479 -0.074 -0.7 -3.8 -2.0 -0.64
C 0.632 0.467 -0.263 -1.3 -1.2 1.4 -0.17
C 0.834 -0.910 -0.330 -2.0 -0.1 2.3 0.55
C -1.446 -0.723 -0.057 2.5 3.6 -0.2 0.40
C -0.881 0.621 -0.027 2.0 -6.8 -1.3 0.22
H 2.692 0.842 0.209 -1.1 1.7 -0.8 0.24
H 1.660 2.034 -0.992 1.6 0.3 -0.6 0.23
H 1.439 2.139 0.613 -0.5 2.0 2.8 0.21
H 1.792 -2.561 0.640 -0.8 2.9 -1.9 0.52
H -3.024 -2.004 0.589 1.1 4.4 -3.4 0.48
H -2.570 1.311 0.085 1.2 0.8 -0.2 0.50
O 1.902 -1.719 0.035 0.3 -0.8 0.2 -0.73
O -0.364 -1.571 -0.243 -1.0 -1.3 -0.2 -0.47
O -2.800 -1.065 -0.181 1.4 -4.1 3.4 -0.69
O -1.641 1.660 -0.005 -2.6 2.5 0.4 -0.66
```
Positions in Å, forces in eV/Å.

max |F|: 7.25 eV/Å
ΔE to the lowest compared entry with this formula, charge and spin: 448.1 kJ/mol
highest occupied orbital energy: -7.41 eV
E: -13467.84172 eV
net charge: 0

***

Formula: C6H10NO
Source: the Open Molecules 2025 dataset
Level of theory: ωB97M-V/def2-TZVPD

```
18
Properties=species:S:1:pos:R:3:forces:R:3:nbo_charge:R:1
C -1.019 -1.036 1.039 1.6 -1.0 -0.9 -0.39
N -0.161 -0.049 0.279 -0.7 -0.5 2.2 -0.28
C 0.083 1.034 1.229 2.9 1.0 0.5 -0.42
C -0.746 0.352 -0.995 -3.1 1.4 -1.4 -0.28
C 0.361 0.297 -1.967 3.6 -0.8 2.5 -0.06
C 1.523 -0.155 -1.330 -4.3 1.1 -1.1 -0.29
C 1.150 -0.557 0.010 6.0 -4.7 2.6 0.64
O 1.821 -1.282 0.845 -3.9 3.8 -3.8 -0.47
H -1.894 -0.477 1.289 -0.6 -0.1 0.6 0.23
H -1.217 -1.753 0.247 -0.4 -0.6 0.6 0.22
H -0.369 -1.478 1.848 -1.1 0.6 -0.7 0.28
H 0.552 0.709 2.169 0.3 -0.6 -0.7 0.27
H 0.742 1.783 0.774 -0.5 0.0 0.1 0.24
H -0.799 1.379 1.594 -2.8 1.6 0.3 0.23
H -1.308 1.387 -0.896 1.2 -2.1 -0.2 0.28
H -1.517 -0.427 -1.304 0.7 1.1 0.5 0.27
H 0.377 0.554 -2.994 -0.6 0.3 -0.7 0.26
H 2.421 -0.281 -1.836 1.6 -0.4 -0.3 0.27
```
Positions in Å, forces in eV/Å.

SMILES: C[N+]1(C)CC=CC1=O
max |F|: 8.06 eV/Å
ΔE to the lowest compared entry with this formula, charge and spin: 135.4 kJ/mol
highest occupied orbital energy: -14.94 eV
E: -9912.98965 eV
net charge: +1

***

Formula: C13H17O6PSi2
Source: the Open Molecules 2025 dataset
Level of theory: ωB97M-V/def2-TZVPD

```
39
Properties=species:S:1:pos:R:3:forces:R:3:nbo_charge:R:1
C -5.650 -0.294 -1.802 0.0 -0.1 -0.1 -0.97
P -4.807 1.349 -1.830 0.0 -0.1 0.3 0.69
O -3.201 0.923 -1.700 0.1 -0.1 0.4 -1.00
Si -5.280 1.974 0.316 0.1 0.1 -0.1 1.10
O -4.272 1.265 1.417 0.0 -0.3 -0.1 -1.26
Si -4.350 -0.123 2.319 -0.2 0.2 -0.2 1.23
H -5.629 -0.734 -2.797 0.1 0.0 -0.1 0.23
H -5.202 -1.005 -1.112 0.1 0.0 0.2 0.22
H -6.697 -0.170 -1.529 -0.1 0.1 0.0 0.24
H -2.929 0.504 -0.858 -0.2 0.1 -0.3 0.50
H -5.118 3.435 0.454 0.0 0.0 0.0 -0.19
H -6.688 1.602 0.615 0.0 0.0 0.0 -0.20
H -4.906 0.205 3.647 0.0 0.0 0.0 -0.20
H -5.270 -1.065 1.631 0.1 0.0 0.1 -0.22
H -3.015 -0.721 2.435 0.1 0.0 0.0 -0.18
O 2.743 -1.302 -3.464 0.0 0.0 0.0 -0.49
C 1.858 -1.180 -2.644 0.0 0.0 0.0 0.47
C 0.740 -0.224 -2.847 0.0 0.0 0.0 -0.22
C -0.191 -0.060 -1.912 0.0 0.1 0.1 -0.24
C -0.176 -0.850 -0.659 -0.1 0.0 0.0 0.48
O -1.072 -0.721 0.154 0.0 0.0 0.0 -0.52
C 0.938 -1.804 -0.449 0.0 0.0 0.0 -0.21
C 1.874 -1.964 -1.380 0.0 0.0 0.0 -0.24
H 0.748 0.328 -3.778 0.0 0.0 0.0 0.23
H -1.013 0.638 -1.986 0.0 0.0 -0.2 0.26
H 0.945 -2.344 0.489 0.0 0.0 0.0 0.24
H 2.700 -2.653 -1.262 0.0 0.0 0.0 0.24
O 3.364 -1.427 1.840 0.0 0.0 0.0 -0.50
C 4.223 -0.581 1.703 0.0 0.0 0.0 0.49
C 5.041 -0.126 2.856 0.0 0.0 0.0 -0.24
C 5.986 0.798 2.709 0.0 0.0 0.0 -0.22
C 6.265 1.413 1.385 0.0 0.0 0.0 0.47
O 7.126 2.253 1.251 0.0 0.0 0.0 -0.48
C 5.444 0.958 0.232 0.0 0.0 0.0 -0.21
C 4.498 0.036 0.381 0.0 0.0 0.0 -0.24
H 4.815 -0.593 3.806 0.0 0.0 0.0 0.23
H 6.599 1.150 3.528 0.0 0.0 0.0 0.23
H 5.669 1.422 -0.720 0.0 0.0 0.0 0.23
H 3.888 -0.314 -0.441 0.0 0.0 0.0 0.23
```
Positions in Å, forces in eV/Å.

SMILES: CP(O)[SiH2]O[SiH3].O=C1C=CC(=O)C=C1.O=C1C=CC(=O)C=C1
max |F|: 0.44 eV/Å
highest occupied orbital energy: -8.73 eV
E: -51085.30880 eV
net charge: 0

***

Formula: C2H7N3
Source: the Open Molecules 2025 dataset
Level of theory: ωB97M-V/def2-TZVPD

```
12
Properties=species:S:1:pos:R:3:forces:R:3:nbo_charge:R:1
H -0.395 -1.835 1.533 -0.5 1.2 -0.7 0.38
N 0.492 -1.783 1.063 0.9 -2.2 0.9 -0.78
C 1.393 -0.947 1.302 0.2 1.3 -0.4 0.34
N 1.197 0.432 1.386 -0.2 -0.8 0.3 -0.85
H 2.464 -1.209 1.329 -0.2 -0.3 -0.2 0.13
H 2.006 1.002 1.579 -0.1 0.0 -0.4 0.38
H 0.578 0.695 0.632 -0.2 0.7 0.4 0.41
C -1.331 0.940 -2.026 -0.7 0.2 0.1 -0.03
N -1.705 0.644 -0.855 1.4 -0.8 0.2 -0.61
H -0.450 1.558 -2.178 -0.2 0.4 0.0 0.16
H -1.926 0.672 -2.898 0.4 -0.5 -0.3 0.15
H -2.321 -0.168 -0.866 -0.8 0.6 0.0 0.34
```
Positions in Å, forces in eV/Å.

SMILES: [H]/N=C\N.C=N
max |F|: 2.52 eV/Å
ΔE to the lowest compared entry with this formula, charge and spin: 215.1 kJ/mol
highest occupied orbital energy: -8.57 eV
E: -6655.72667 eV
net charge: 0